Entry 1:
This record from the Open Molecules 2025 dataset describes 3 unconnected molecules or ions with the total composition CH7NO2. The level of theory is wB97M-V/def2-TZVPD.

relative energy (zero: lowest compared OMol25 entry of this formula, charge and spin): 1.353 eV
structure (SMILES): C=N.O.O

Element x y z (Å)
1 C 2.496125 -0.139575 0.717796
2 N 3.074038 -0.274503 -0.492759
3 H 2.823145 0.632566 1.465107
4 H 2.021360 -1.037389 1.049108
5 H 2.548210 -1.019830 -0.948094
6 O -1.268574 -0.360022 -2.012005
7 H -1.048365 -0.016774 -1.187892
8 H -0.497990 -0.297929 -2.568276
9 O -3.029927 0.911624 1.185422
10 H -3.321747 0.101434 1.516919
11 H -3.796279 1.500394 1.274679

Forces on atoms 1 to 2 (eV/Å):
3.539 -0.691 -3.167
-2.421 1.793 3.552


Entry 2:
This record from the Open Molecules 2025 dataset describes 2 unconnected molecules or ions with the total composition CH7NO2. The level of theory is wB97M-V/def2-TZVPD.

relative energy (zero: lowest compared OMol25 entry of this formula, charge and spin): 0.000 eV
structure (SMILES): NCO.O

Element x y z (Å)
1 N 0.163621 0.099900 0.479470
2 C 0.851001 0.204067 -0.790478
3 O 2.256537 0.296023 -0.660327
4 H 0.033855 -0.852758 0.786531
5 H 0.625069 0.673735 1.173480
6 H 0.566078 -0.660439 -1.394326
7 H 0.510811 1.097664 -1.308479
8 H 2.634077 -0.592568 -0.638341
9 O -2.762656 -0.260595 0.495259
10 H -3.079624 0.289776 1.218429
11 H -1.798766 -0.294800 0.638786

Forces on atoms 1 to 2 (eV/Å):
-0.165 0.073 -0.255
-0.300 -0.330 0.164


Entry 3:
This record from the Open Molecules 2025 dataset describes CH7NO2P2S in the gas phase. The level of theory is wB97M-V/def2-TZVPD.

relative energy (zero: lowest compared OMol25 entry of this formula, charge and spin): 0.000 eV

Element x y z (Å)
1 C 0.201570 1.820471 2.163742
2 N -0.407442 -0.727058 -1.665702
3 O 0.762390 2.293755 -0.335169
4 O 0.608593 -0.123134 0.586237
5 P 0.756626 -1.058992 -0.673779
6 P -0.596643 -1.422321 -3.222501
7 S -0.149163 1.466078 0.396123
8 H -0.267461 1.058416 2.774679
9 H 1.274411 1.824616 2.315654
10 H -0.207675 2.797702 2.400650
11 H 2.085498 -0.911569 -1.065330
12 H 0.796256 -2.294826 -0.027537
13 H -1.544602 -2.401635 -2.864393
14 H -1.608715 -0.521334 -3.575341

Forces on atoms 1 to 2 (eV/Å):
-0.216 -0.276 -0.522
1.303 -0.693 0.437


Entry 4:
This record from the Open Molecules 2025 dataset describes 3 unconnected molecules or ions with the total composition CH7NO4. The level of theory is wB97M-V/def2-TZVPD.

relative energy (zero: lowest compared OMol25 entry of this formula, charge and spin): 0.516 eV
structure (SMILES): NC(=O)O.O.O

Element x y z (Å)
1 N 1.010473 0.645733 1.255753
2 C -0.083191 1.374997 0.966284
3 O -0.102690 2.577433 0.974219
4 O -1.145398 0.549031 0.617905
5 H 1.809729 1.259354 1.421756
6 H 0.896099 -0.325509 1.456043
7 H -1.972035 1.025289 0.512070
8 O 0.960571 -2.270508 -0.202943
9 H 1.227623 -3.041591 -0.708270
10 H 0.376767 -1.866066 -0.900969
11 O -0.947614 -0.269250 -1.940069
12 H -1.033444 0.466123 -2.497312
13 H -0.996891 -0.125035 -0.954466

Forces on atoms 1 to 2 (eV/Å):
-0.298 1.077 -0.199
-0.021 -0.051 -0.055


Entry 5:
This record from the Open Molecules 2025 dataset describes 2 unconnected molecules or ions with the total composition CH7NOS. The level of theory is wB97M-V/def2-TZVPD.

relative energy (zero: lowest compared OMol25 entry of this formula, charge and spin): 0.238 eV
structure (SMILES): NCO.S

Element x y z (Å)
1 N -0.291923 2.400142 -0.154569
2 C 0.304779 1.135908 -0.520132
3 O -0.638664 0.124719 -0.173504
4 H -1.067752 2.266420 0.478997
5 H 0.387682 3.047502 0.217336
6 H 0.478520 1.086438 -1.592147
7 H 1.252093 0.947415 0.005922
8 H -0.558184 -0.588596 -0.810415
9 S 0.499891 -3.791309 1.115205
10 H 0.249580 -2.491480 0.965678
11 H -0.616022 -4.137158 0.467629

Forces on atoms 1 to 2 (eV/Å):
0.132 0.143 -0.352
-0.325 -0.265 0.337


Entry 6:
This record from the Open Molecules 2025 dataset describes 2 unconnected molecules or ions with the total composition CH7NOS. The level of theory is wB97M-V/def2-TZVPD.

relative energy (zero: lowest compared OMol25 entry of this formula, charge and spin): 0.313 eV
structure (SMILES): NCO.S

Element x y z (Å)
1 N 0.212500 -1.757149 0.930434
2 C 0.862401 -0.533564 0.595670
3 O 0.484871 0.049249 -0.656724
4 H -0.574444 -1.873812 1.532154
5 H 0.400012 -2.477047 0.268930
6 H 0.668890 0.239862 1.332591
7 H 1.940547 -0.717382 0.525142
8 H 0.768230 -0.595035 -1.327041
9 S -1.089454 2.890641 -1.143739
10 H -2.173014 2.675080 -1.920530
11 H -1.500537 2.099158 -0.136887

Forces on atoms 1 to 2 (eV/Å):
0.864 0.250 -0.088
-0.003 0.039 -0.095


Going through the records in order, we get Kohn-Sham gap values of 11.1, 10.8, 8.9, 11.2, 10.0, 10.1 eV.